{
  "formula": "C2H3N3OS",
  "method": "wB97M-V/def2-TZVPD",
  "gap_ev": [5.4, 5.5],
  "energy_ha": -715.437634,
  "homo_ev": [-8.33, -8.35],
  "relative_energy_kcal_mol": 162.3,
  "symbols": ["C", "C", "N", "N", "N", "O", "S", "H", "H", "H"],
  "coordinates": [[1.19909, 0.82425, 1.65293], [0.04171, 0.15458, -0.67807], [1.87866, 1.17043, 0.64846], [0.01217, 0.17611, 1.65450], [-0.47523, -0.12923, 0.45253], [-0.12023, 0.15076, -1.87212], [-1.86041, -0.66446, -2.49154], [1.56476, 0.98623, 2.71888], [-1.14232, -0.89604, 0.46289], [-1.09819, -1.77263, -2.54846]],
  "forces_ev_per_angstrom": [[-1.2, -0.7, 0.9], [3.6, 2.1, 3.0], [-0.7, -0.2, -1.6], [0.5, 0.4, 2.8], [-0.8, -1.2, -1.9], [-1.7, -0.6, -2.3], [1.2, 0.1, 0.4], [-0.1, -0.1, -1.4], [-0.5, 0.3, 0.2], [-0.4, -0.1, -0.2]],
  "lowdin_charge": [-0.438, -0.306, 0.198, -0.044, -0.030, -0.201, 0.693, 0.140, 0.154, -0.165]
}